ORCA calculation (ωB97M-V/def2-TZVPD) on a molecular structure, C21H12ClFeN3O6.

The geometry in XYZ format:
```
44
Properties=species:S:1:pos:R:3:lowdin_spin:R:1
Fe 1.86 0.38 -1.46 4.193
O 5.44 0.08 0.18 0.034
C 4.27 0.08 -0.03 0.018
O 3.64 -0.07 -1.19 0.233
C 3.27 0.24 1.10 0.013
C 3.70 0.28 2.43 0.004
C 2.75 0.39 3.41 0.002
C 1.38 0.45 3.07 0.004
C 0.36 0.54 4.04 0.001
C -0.95 0.59 3.66 0.000
C -1.30 0.55 2.30 0.000
C -0.33 0.46 1.34 0.001
C 1.03 0.41 1.70 0.012
N 2.01 0.30 0.74 0.118
H 4.76 0.22 2.63 0.001
H 3.04 0.42 4.45 0.000
H 0.63 0.57 5.08 0.000
H -1.73 0.65 4.41 0.000
H -2.34 0.58 2.01 0.000
H -0.58 0.42 0.29 0.000
O -2.42 4.28 -1.39 0.001
C -2.99 3.09 -1.46 0.000
O -4.16 2.91 -1.30 0.000
C -2.08 1.91 -1.72 0.002
C -2.51 0.58 -1.74 0.011
Cl -4.10 0.05 -1.55 0.005
N -1.42 -0.22 -1.91 0.002
N -0.33 0.54 -1.99 0.039
C -0.70 1.81 -1.87 0.009
C 0.42 2.81 -1.80 0.018
O 0.22 3.99 -1.85 0.035
O 1.58 2.22 -1.67 0.210
C -1.25 -1.66 -1.84 0.002
C 0.04 -2.17 -1.74 0.018
C 0.26 -3.53 -1.55 0.003
C -0.82 -4.39 -1.47 0.001
C -2.10 -3.89 -1.64 0.001
C -2.32 -2.54 -1.83 0.000
H -1.46 4.30 -1.61 0.000
H 0.91 -1.53 -1.84 0.008
H 1.27 -3.90 -1.46 0.000
H -0.66 -5.45 -1.30 0.000
H -2.95 -4.57 -1.62 0.000
H -3.33 -2.18 -1.97 0.000
```

Multiplicity: 6
Charge: +1
E, hartree: -3146.88226


ORCA calculation (ωB97M-V/def2-TZVPD) on 2 unconnected molecules or ions with the total composition C3H8N2O.

The geometry in XYZ format:
```
14
Properties=species:S:1:pos:R:3:nbo_charge:R:1
H -0.49 0.04 -2.00 0.353
N -0.97 -0.75 -1.57 -0.818
C -1.93 -0.29 -0.84 0.340
N -1.93 0.80 -0.03 -0.801
H -2.91 -0.79 -0.81 0.153
H -1.02 1.14 0.23 0.402
H -2.70 0.91 0.59 0.399
C 2.49 0.31 1.17 -0.526
C 1.51 -0.10 0.37 0.137
O 0.92 -1.31 0.48 -0.706
H 2.97 -0.43 1.80 0.209
H 2.82 1.33 1.12 0.206
H 1.14 0.51 -0.45 0.145
H 0.11 -1.35 -0.07 0.505
```

Energy above the lowest of the compared OMol25 structures with the same formula, charge and spin, eV: 2.4843
SMILES string: [H]/N=C\N.C=CO


ORCA calculation (ωB97M-V/def2-TZVPD) on a molecular structure, C29H29F10N5S4Sc.

The geometry in XYZ format:
```
78
Properties=species:S:1:pos:R:3:lowdin_charge:R:1
Sc -0.17 -0.57 -0.53 1.102
C -2.79 -2.17 0.28 -0.033
N -2.31 -0.78 0.40 -0.298
C -2.15 -0.42 1.81 -0.179
C -1.03 -1.25 2.40 -0.211
N 0.02 -1.32 1.40 -0.095
C 1.17 -2.05 1.68 -0.226
C 2.20 -1.97 0.76 -0.154
F 1.96 -1.15 -0.33 -0.014
C 3.43 -2.58 0.85 -0.145
F 4.35 -2.41 -0.09 0.140
C 3.68 -3.36 1.97 -0.139
F 4.85 -3.99 2.10 0.140
C 2.69 -3.49 2.92 -0.132
F 2.92 -4.23 4.00 0.146
C 1.47 -2.85 2.79 -0.142
F 0.58 -3.02 3.78 0.102
C -3.20 0.12 -0.34 -0.157
C -3.04 -0.13 -1.84 -0.202
N -1.69 -0.64 -2.05 -0.098
C -1.25 -0.95 -3.31 -0.189
C -1.75 -0.58 -4.56 -0.136
F -2.84 0.21 -4.66 0.092
C -1.11 -0.93 -5.74 -0.140
F -1.61 -0.50 -6.89 0.132
C 0.06 -1.68 -5.74 -0.140
F 0.67 -1.99 -6.87 0.143
C 0.58 -2.08 -4.52 -0.146
F 1.70 -2.79 -4.46 0.149
C -0.09 -1.72 -3.38 -0.128
F 0.44 -2.06 -2.15 0.032
H -3.72 -2.30 0.84 0.112
H -2.96 -2.41 -0.76 0.092
H -2.04 -2.86 0.68 0.093
H -1.91 0.65 1.85 0.074
H -3.09 -0.57 2.37 0.141
H -0.68 -0.78 3.33 0.120
H -1.40 -2.24 2.68 0.119
H -4.24 -0.02 -0.04 0.138
H -2.92 1.14 -0.08 0.115
H -3.79 -0.84 -2.21 0.127
H -3.22 0.81 -2.37 0.113
C 4.20 1.30 2.43 -0.515
C 4.21 2.39 1.35 -0.505
S 3.34 1.95 -0.18 0.870
C 2.27 3.39 -0.40 -0.521
C 1.20 3.64 0.66 -0.470
S 0.13 2.23 1.12 0.851
C 0.31 2.22 2.92 -0.498
C 1.71 2.05 3.49 -0.497
S 2.59 0.59 2.86 0.909
H 4.79 0.44 2.11 0.074
H 4.66 1.69 3.34 0.085
H 3.78 3.32 1.73 0.065
H 5.25 2.60 1.09 0.080
H 2.89 4.28 -0.47 0.091
H 1.82 3.25 -1.38 0.046
H 1.66 3.97 1.59 0.063
H 0.55 4.45 0.33 0.084
H -0.12 3.16 3.29 0.090
H -0.35 1.42 3.26 0.054
H 2.32 2.93 3.30 0.065
H 1.62 1.96 4.57 0.084
N -0.68 2.77 -6.41 0.126
C 0.47 2.95 -5.74 -0.861
S 1.76 3.82 -6.25 0.730
C 0.49 2.31 -4.38 -0.225
C -0.50 2.60 -3.45 0.023
C -0.44 2.01 -2.21 -0.142
N 0.51 1.11 -1.88 -0.052
C 1.47 0.85 -2.78 -0.130
C 1.51 1.45 -4.02 0.012
H -0.76 3.17 -7.33 0.115
H -1.40 2.14 -6.09 0.099
H -1.30 3.30 -3.67 0.136
H -1.17 2.24 -1.44 0.100
H 2.24 0.15 -2.48 0.119
H 2.32 1.23 -4.71 0.130
```

Energy above the lowest of the compared OMol25 structures with the same formula, charge and spin, eV: 0.8556
Charge: +1


ORCA calculation (ωB97M-V/def2-TZVPD) on a molecular structure, CH3Na8O5.

The geometry in XYZ format:
```
17
Properties=species:S:1:pos:R:3:nbo_charge:R:1
Na -2.13 1.28 5.39 0.996
Na 2.14 -4.15 1.83 0.904
Na 2.71 4.53 -1.19 0.996
Na -2.33 3.88 1.14 0.989
Na 3.85 -0.16 -1.79 0.986
Na 0.63 -3.59 -2.96 0.966
Na -2.35 -2.82 2.49 0.965
Na 2.51 3.12 2.86 0.984
O -0.75 -6.11 -0.12 -1.172
H -0.90 -5.21 -0.45 0.341
C 0.34 0.32 0.62 0.892
O -0.07 0.33 1.77 -0.970
O 0.80 -0.72 0.19 -0.922
O 0.55 1.39 0.15 -0.957
O -1.69 2.45 -3.65 -0.910
H -1.04 2.34 -2.96 0.444
H -2.28 3.13 -3.32 0.467
```

Energy above the lowest of the compared OMol25 structures with the same formula, charge and spin, eV: 1.1114
Charge: +5


ORCA calculation (ωB97M-V/def2-TZVPD) on a molecular structure, C21H17N4O2RhS6.

The geometry in XYZ format:
```
51
Properties=species:S:1:pos:R:3:nbo_charge:R:1
Rh 1.12 1.44 -1.62 0.487
S 3.59 5.08 -2.63 -0.048
C 2.75 3.71 -2.35 -0.548
S 3.29 2.21 -1.65 0.011
S 1.07 3.42 -2.71 0.140
O -5.39 2.67 0.28 -0.717
C -5.12 2.26 -1.04 -0.091
C -3.67 1.88 -1.16 0.045
C -3.14 1.51 -2.39 -0.236
C -1.80 1.19 -2.48 0.072
N -0.99 1.21 -1.43 -0.465
C -1.48 1.58 -0.23 0.169
C -2.82 1.92 -0.07 -0.229
C -0.50 1.68 0.88 0.271
C -0.89 1.72 2.21 -0.251
C 0.08 1.87 3.19 0.019
C -0.30 1.90 4.66 -0.092
O -1.64 2.24 4.89 -0.700
C 1.41 1.97 2.80 -0.238
C 1.72 1.90 1.46 0.077
N 0.79 1.75 0.52 -0.501
H -6.28 3.01 0.33 0.484
H -5.33 3.05 -1.76 0.188
H -5.72 1.38 -1.31 0.189
H -3.75 1.48 -3.28 0.231
H -1.34 0.91 -3.42 0.236
H -3.19 2.24 0.89 0.248
H -1.93 1.62 2.50 0.244
H 0.39 2.55 5.20 0.182
H -0.17 0.89 5.07 0.209
H -1.77 3.17 4.66 0.471
H 2.20 2.11 3.53 0.230
H 2.74 1.98 1.10 0.237
S -1.18 -4.39 -1.18 -0.153
C -0.16 -3.23 -1.75 -0.132
S -0.67 -1.88 -2.72 0.419
C 0.95 -1.23 -2.71 -0.192
N 1.79 -1.98 -2.07 -0.242
N 1.19 -3.10 -1.57 -0.257
C 2.01 -3.96 -0.78 0.119
C 1.94 -5.34 -0.94 -0.199
C 2.76 -6.14 -0.17 -0.201
C 3.66 -5.58 0.73 -0.205
C 3.74 -4.21 0.86 -0.221
C 2.92 -3.39 0.10 -0.162
S 1.46 0.22 -3.53 -0.010
H 1.24 -5.76 -1.64 0.240
H 2.71 -7.22 -0.28 0.218
H 4.29 -6.22 1.33 0.216
H 4.44 -3.76 1.55 0.216
H 2.98 -2.31 0.18 0.222
```

Energy above the lowest of the compared OMol25 structures with the same formula, charge and spin, eV: 0.5665


ORCA calculation (ωB97M-V/def2-TZVPD) on 3 unconnected molecules or ions with the total composition C24H40N2O8P2S.

The geometry in XYZ format:
```
77
Properties=species:S:1:pos:R:3:lowdin_charge:R:1
N 7.62 0.62 4.24 -0.003
C 6.25 1.06 3.80 -0.262
C 5.77 1.11 2.34 -0.021
C 4.30 1.59 2.01 -0.001
C 3.28 2.00 3.13 -0.190
C 3.83 1.90 4.61 -0.399
C 5.27 1.45 4.97 -0.032
S 2.56 2.34 5.92 0.843
C 1.02 1.56 5.21 -0.399
C -0.04 0.81 6.07 -0.074
C -1.29 0.16 5.41 -0.079
C -1.44 0.30 3.85 -0.070
C -0.37 1.07 2.99 -0.004
C 0.89 1.72 3.64 -0.189
N 1.91 2.45 2.87 0.019
H 7.77 1.16 5.12 0.065
H 7.46 -0.35 4.59 0.080
H 6.46 0.80 1.47 0.097
H 3.93 1.64 0.91 0.092
H 5.62 1.38 6.04 0.096
H 0.10 0.69 7.20 0.091
H -2.09 -0.43 5.96 0.080
H -2.35 -0.20 3.37 0.076
H -0.47 1.19 1.85 0.075
H 1.68 2.48 1.86 0.115
C 2.77 5.91 -4.53 -0.089
C 2.31 5.51 -3.14 -0.300
O 1.39 4.43 -3.18 -0.228
P 1.96 2.93 -3.56 0.710
O 2.54 2.60 -2.18 -0.238
O 0.54 2.09 -3.35 -0.236
C 0.49 0.99 -2.45 -0.303
C 0.02 1.44 -1.07 -0.083
O 1.43 3.23 -5.16 -0.211
C 1.91 2.32 -6.16 -0.298
C 1.36 0.91 -5.98 -0.084
H 3.38 5.11 -4.97 0.063
H 3.38 6.81 -4.49 0.078
H 1.92 6.08 -5.19 0.083
H 3.15 5.26 -2.50 0.108
H 1.78 6.36 -2.68 0.120
H 1.46 0.49 -2.39 0.103
H -0.22 0.26 -2.85 0.117
H 0.52 2.35 -0.74 0.067
H 0.19 0.66 -0.33 0.068
H -1.05 1.66 -1.09 0.082
H 3.00 2.31 -6.15 0.111
H 1.59 2.71 -7.13 0.122
H 1.79 0.44 -5.10 0.067
H 1.61 0.29 -6.84 0.081
H 0.28 0.92 -5.86 0.088
C -3.74 -3.82 3.34 -0.087
C -2.58 -3.65 2.38 -0.298
O -2.87 -4.23 1.11 -0.226
P -3.97 -3.47 0.14 0.709
O -3.03 -2.38 -0.39 -0.231
O -3.81 -4.48 -1.18 -0.239
C -3.47 -3.93 -2.45 -0.310
C -1.97 -3.97 -2.68 -0.075
O -5.12 -4.60 0.72 -0.212
C -6.49 -4.30 0.43 -0.298
C -6.81 -4.38 -1.05 -0.084
H -4.61 -3.24 3.02 0.063
H -3.47 -3.49 4.34 0.075
H -4.05 -4.87 3.39 0.083
H -2.33 -2.60 2.26 0.094
H -1.70 -4.17 2.78 0.123
H -3.87 -2.91 -2.55 0.101
H -3.97 -4.53 -3.22 0.115
H -1.41 -3.63 -1.82 0.072
H -1.70 -3.36 -3.55 0.075
H -1.65 -5.00 -2.88 0.076
H -6.74 -3.31 0.82 0.111
H -7.10 -5.03 0.97 0.122
H -6.33 -3.57 -1.60 0.067
H -7.88 -4.31 -1.22 0.081
H -6.44 -5.32 -1.48 0.088
```

SMILES string: Nc1ccc2c(c1)Sc1ccccc1N2.CCOP(=O)(OCC)OCC.CCOP(=O)(OCC)OCC
E, hartree: -2730.48152


ORCA calculation (ωB97M-V/def2-TZVPD) on C28H26N2O2S in the gas phase.

The geometry in XYZ format:
```
59
Properties=species:S:1:pos:R:3:nbo_charge:R:1
C 0.85 2.71 4.00 -0.755
S 1.54 2.02 2.40 0.848
C 2.65 0.81 3.36 -0.718
C 0.37 0.87 1.54 -0.366
C -1.05 1.09 2.14 -0.036
C -1.91 0.05 2.55 -0.189
C -3.18 0.37 3.05 -0.155
C -3.60 1.69 3.19 -0.170
C -4.86 2.07 3.83 0.271
N -5.91 2.35 4.26 -0.290
C -2.81 2.71 2.63 -0.180
C -1.52 2.42 2.17 -0.179
H 0.20 3.55 3.75 0.240
H 0.40 2.03 4.76 0.245
H 1.76 3.16 4.42 0.238
H 3.45 0.43 2.66 0.291
H 3.14 1.48 4.10 0.231
H 2.17 -0.02 3.93 0.238
H 0.88 -0.10 1.83 0.251
H -1.60 -1.01 2.51 0.243
H -3.91 -0.42 3.25 0.238
H -3.24 3.73 2.49 0.238
H -0.89 3.27 1.86 0.209
C -3.69 -4.04 -2.31 -0.396
N -3.21 -2.71 -2.65 -0.480
C -3.44 -2.21 -4.03 -0.393
C -2.42 -2.03 -1.72 0.193
C -1.19 -2.53 -1.19 -0.244
C -0.33 -1.65 -0.52 -0.175
C -0.55 -0.25 -0.47 -0.075
C 0.54 0.74 -0.16 -0.179
C 1.78 0.32 -0.75 -0.458
C 3.08 0.81 -0.32 0.590
O 3.39 1.48 0.68 -0.746
C 4.16 0.35 -1.27 -0.154
C 3.55 -0.36 -2.31 -0.025
C 4.29 -0.63 -3.48 -0.216
C 5.60 -0.11 -3.59 -0.212
C 6.24 0.56 -2.54 -0.222
C 5.51 0.70 -1.35 -0.180
C 2.03 -0.45 -2.08 0.552
O 1.30 -1.03 -2.88 -0.592
C -1.90 0.14 -0.72 -0.143
C -2.79 -0.70 -1.36 -0.264
H -3.76 -4.05 -1.23 0.201
H -4.68 -4.20 -2.73 0.196
H -2.97 -4.84 -2.59 0.174
H -3.19 -1.14 -4.11 0.216
H -2.83 -2.75 -4.78 0.184
H -4.50 -2.33 -4.28 0.186
H -0.92 -3.57 -1.44 0.221
H 0.59 -2.09 -0.11 0.220
H 0.25 1.83 -0.37 0.197
H 3.82 -1.21 -4.29 0.228
H 6.11 -0.20 -4.55 0.209
H 7.23 0.98 -2.68 0.217
H 5.98 1.13 -0.49 0.212
H -2.21 1.18 -0.48 0.198
H -3.81 -0.38 -1.57 0.216
```

Energy above the lowest of the compared OMol25 structures with the same formula, charge and spin, eV: 0.3903


ORCA calculation (ωB97M-V/def2-TZVPD) on 2 unconnected molecules or ions with the total composition C2H7N2O2.

The geometry in XYZ format:
```
13
Properties=species:S:1:pos:R:3:lowdin_spin:R:1
N 0.72 0.73 1.35 0.016
C 0.60 -0.71 1.39 0.005
N 0.83 -1.43 0.13 0.099
H -0.07 1.11 0.78 0.000
H 1.54 0.99 0.84 0.001
H -0.47 -0.83 1.52 0.000
H 1.01 -1.26 2.25 0.002
H 1.79 -1.03 -0.17 0.000
H 0.24 -1.15 -0.62 -0.002
O -2.64 1.55 -1.53 0.347
C -1.57 0.89 -1.89 0.013
O -0.99 -0.02 -1.27 0.514
H -1.00 1.16 -2.79 0.005
```

Multiplicity: 2
Energy above the lowest of the compared OMol25 structures with the same formula, charge and spin, eV: 1.3169


ORCA calculation (ωB97M-V/def2-TZVPD) on 8 unconnected molecules or ions with the total composition C23H54NO13PS7.

The geometry in XYZ format:
```
99
Properties=species:S:1:pos:R:3:lowdin_charge:R:1
C 2.06 4.05 -3.47 0.106
C 1.99 2.95 -3.00 -0.117
C 1.95 1.67 -2.25 -0.107
C 0.53 1.14 -2.06 -0.326
C 0.62 -0.07 -1.11 -0.157
O 1.22 0.24 0.12 -0.168
C 2.07 -0.79 0.58 -0.099
C -0.19 0.52 -3.30 -0.257
O 0.02 1.21 -4.53 -0.055
N -1.22 1.68 -5.11 0.018
O -1.39 1.16 -6.13 0.119
O -1.57 0.59 -2.95 0.036
C -1.77 1.36 -1.81 -0.440
O -2.69 1.29 -1.09 0.170
C -0.51 2.22 -1.77 -0.239
P -0.23 3.42 -0.41 0.788
O 0.90 3.02 0.46 -0.413
H 2.45 4.97 -3.80 0.031
H 2.44 1.80 -1.28 0.130
H 2.57 0.96 -2.83 0.125
H -0.34 -0.59 -0.94 0.153
H 1.27 -0.82 -1.60 0.115
H 2.64 -0.40 1.43 0.092
H 1.54 -1.67 0.94 0.067
H 2.80 -1.12 -0.17 0.063
H 0.14 -0.52 -3.43 0.154
H -0.62 2.86 -2.67 0.131
H -1.43 3.40 0.35 0.020
H -0.07 4.72 -0.93 0.006
C -1.25 2.45 5.77 -0.264
S -0.92 1.13 4.59 0.772
O 0.30 0.41 5.07 -0.576
C -0.41 2.19 3.23 -0.266
H -1.55 2.00 6.71 0.046
H -0.34 3.05 5.92 0.053
H -2.05 3.08 5.39 0.045
H 0.43 2.81 3.53 0.063
H -1.26 2.82 2.94 0.042
H -0.13 1.56 2.40 0.039
C 4.24 -2.23 -2.84 -0.262
S 2.87 -3.37 -2.54 0.780
O 2.64 -3.41 -1.07 -0.542
C 3.76 -4.86 -2.99 -0.260
H 3.90 -1.23 -2.58 0.027
H 5.09 -2.50 -2.21 0.060
H 4.51 -2.27 -3.89 0.055
H 4.65 -4.97 -2.35 0.057
H 4.05 -4.81 -4.04 0.057
H 3.10 -5.71 -2.83 0.049
C -2.63 -2.93 3.31 -0.265
S -0.97 -2.26 3.43 0.806
O -0.38 -2.30 2.06 -0.547
C -0.27 -3.63 4.35 -0.257
H -3.24 -2.23 2.73 0.031
H -2.61 -3.90 2.81 0.052
H -3.06 -3.03 4.31 0.051
H -0.39 -4.56 3.78 0.062
H -0.77 -3.71 5.31 0.058
H 0.79 -3.43 4.49 0.011
C -2.19 -5.73 -3.89 -0.271
S -0.85 -4.59 -4.24 0.807
O 0.42 -5.30 -3.94 -0.568
C -1.18 -3.49 -2.86 -0.258
H -2.15 -6.54 -4.62 0.048
H -2.08 -6.14 -2.89 0.059
H -3.15 -5.21 -3.98 0.052
H -1.12 -4.04 -1.92 0.070
H -2.16 -3.04 -2.97 0.058
H -0.42 -2.71 -2.86 0.019
C -1.09 8.44 -2.19 -0.268
S -0.77 6.97 -3.16 0.804
O 0.45 6.32 -2.59 -0.581
C -0.27 7.83 -4.66 -0.268
H -1.39 8.13 -1.19 0.050
H -0.19 9.05 -2.13 0.060
H -1.91 9.01 -2.65 0.053
H 0.58 8.48 -4.44 0.060
H -1.11 8.41 -5.04 0.054
H 0.02 7.08 -5.40 0.051
C 4.56 -4.45 2.61 -0.264
S 4.15 -4.04 4.32 0.821
O 2.70 -4.31 4.49 -0.558
C 4.33 -2.26 4.13 -0.257
H 4.47 -5.53 2.49 0.049
H 3.88 -3.95 1.93 0.054
H 5.59 -4.15 2.41 0.051
H 3.65 -1.90 3.35 0.048
H 5.36 -2.02 3.88 0.053
H 4.07 -1.79 5.08 0.054
C -5.49 0.59 1.75 -0.259
S -4.82 1.55 3.12 0.813
O -3.52 0.93 3.50 -0.598
C -6.03 1.02 4.34 -0.269
H -4.85 0.75 0.89 0.041
H -5.50 -0.47 2.02 0.055
H -6.50 0.94 1.53 0.053
H -6.01 -0.07 4.44 0.058
H -7.02 1.35 4.03 0.052
H -5.78 1.48 5.30 0.049
```

Energy above the lowest of the compared OMol25 structures with the same formula, charge and spin, eV: 0.0000


> Which formula does entry 9 have?

C23H54NO13PS7